Arrangement A

Entry from the Open Molecules 2025 dataset: one molecule with the formula C4H9N3 (the ωB97M-V functional and the def2-TZVPD basis).

The geometry in XYZ format:
```
16
Properties=species:S:1:pos:R:3:mulliken_charge:R:1
C 2.4136 -0.3562 -0.0382 -0.99
C 1.1436 -0.7076 -0.2795 0.39
N 0.7821 -1.9533 -0.7733 -0.69
C -0.0109 0.2510 0.0238 0.65
N 0.2175 1.5860 0.2475 -0.49
N -1.1785 -0.3178 0.0369 -0.54
C -2.3618 0.4572 0.3615 -0.98
H 3.2195 -1.0489 -0.2552 0.29
H 2.6889 0.6013 0.3836 0.31
H -0.2413 -1.9288 -0.8815 0.40
H 0.9633 -2.6528 -0.0557 0.26
H -0.5870 2.1851 0.1259 0.23
H 1.0302 1.9575 -0.2315 0.24
H -2.4629 1.3500 -0.2625 0.31
H -2.3686 0.7368 1.4198 0.33
H -3.2476 -0.1595 0.1786 0.28
```

Summary:
Total charge: 0
SMILES string: C=C(N)/C(N)=N/C
Kohn-Sham gap (eV): 9.54


Arrangement B

Entry from the Open Molecules 2025 dataset: one molecule with the formula C4H9N3 (the ωB97M-V functional and the def2-TZVPD basis).

The geometry in XYZ format:
```
16
Properties=species:S:1:pos:R:3:mulliken_charge:R:1
H 2.0751 2.0425 -2.8828 0.23
N 1.5127 1.3615 -2.2743 -0.63
C 1.4450 1.8360 -1.0672 0.02
N 0.8721 1.2441 -0.0121 -0.55
C 0.0414 0.3415 -0.3087 0.08
N -0.6434 -0.4832 0.5138 0.14
C -1.5478 -1.5055 0.0502 -0.76
C -0.1453 -0.6364 1.8426 -0.90
H 2.0779 2.7101 -0.8224 0.37
H -0.2915 0.3556 -1.3866 0.31
H -0.9416 -2.5248 -0.1500 0.26
H -2.0900 -1.0256 -0.9473 0.28
H -2.3768 -1.6324 0.9070 0.27
H 0.4684 0.2645 2.1143 0.31
H -0.9738 -0.8174 2.6237 0.26
H 0.5176 -1.5302 1.7999 0.33
```

Summary:
Total charge: 0
SMILES string: [H]/N=C/N=C/N(C)C
Kohn-Sham gap (eV): 9.41


Most stable structure, least stable structure: arrangement A, arrangement B.